{
  "formula": "C36H96O12",
  "method": "ωB97M-V/def2-TZVPD",
  "elements": ["C", "C", "C", "O", "H", "H", "H", "H", "H", "H", "H", "H", "C", "C", "C", "O", "H", "H", "H", "H", "H", "H", "H", "H", "C", "C", "C", "O", "H", "H", "H", "H", "H", "H", "H", "H", "C", "C", "C", "O", "H", "H", "H", "H", "H", "H", "H", "H", "C", "C", "C", "O", "H", "H", "H", "H", "H", "H", "H", "H", "C", "C", "C", "O", "H", "H", "H", "H", "H", "H", "H", "H", "C", "C", "C", "O", "H", "H", "H", "H", "H", "H", "H", "H", "C", "C", "C", "O", "H", "H", "H", "H", "H", "H", "H", "H", "C", "C", "C", "O", "H", "H", "H", "H", "H", "H", "H", "H", "C", "C", "C", "O", "H", "H", "H", "H", "H", "H", "H", "H", "C", "C", "C", "O", "H", "H", "H", "H", "H", "H", "H", "H", "C", "C", "C", "O", "H", "H", "H", "H", "H", "H", "H", "H"],
  "xyz": [[0.507, 11.254, -0.726], [-0.830, 11.267, -1.467], [-1.279, 9.847, -1.769], [-1.799, 11.895, -0.619], [0.282, 10.877, 0.276], [0.908, 12.249, -0.515], [1.277, 10.663, -1.223], [-0.822, 11.815, -2.417], [-1.328, 9.275, -0.842], [-0.534, 9.442, -2.455], [-2.258, 9.866, -2.242], [-1.800, 12.845, -0.752], [6.162, 6.678, -10.796], [4.642, 6.586, -10.683], [4.110, 5.852, -9.467], [4.134, 7.933, -10.609], [6.523, 5.950, -11.524], [6.583, 6.551, -9.798], [6.483, 7.619, -11.241], [4.317, 6.119, -11.623], [3.026, 5.914, -9.380], [4.436, 6.350, -8.545], [4.465, 4.818, -9.408], [3.163, 7.912, -10.531], [6.350, 6.959, -5.426], [5.733, 8.267, -4.948], [4.258, 8.319, -5.146], [6.055, 8.428, -3.540], [6.069, 6.700, -6.449], [6.055, 6.075, -4.856], [7.430, 7.077, -5.292], [6.236, 9.078, -5.492], [3.700, 7.649, -4.477], [3.896, 7.865, -6.080], [3.746, 9.280, -5.098], [7.010, 8.294, -3.513], [-2.368, 4.790, -2.694], [-2.807, 5.208, -1.285], [-2.291, 6.590, -0.950], [-4.241, 5.203, -1.194], [-2.883, 5.281, -3.524], [-2.567, 3.728, -2.850], [-1.310, 5.049, -2.746], [-2.452, 4.421, -0.608], [-1.209, 6.551, -0.850], [-2.752, 6.995, -0.052], [-2.549, 7.215, -1.809], [-4.560, 4.312, -1.358], [0.497, 5.207, -11.333], [1.046, 6.535, -11.834], [0.182, 7.218, -12.915], [1.298, 7.425, -10.754], [-0.523, 5.487, -11.032], [1.094, 4.900, -10.479], [0.374, 4.437, -12.091], [2.003, 6.349, -12.327], [-0.698, 7.739, -12.543], [-0.105, 6.450, -13.633], [0.801, 7.990, -13.374], [0.432, 7.676, -10.384], [-4.123, 4.230, -8.381], [-4.824, 5.425, -7.727], [-5.562, 5.021, -6.449], [-3.744, 6.300, -7.341], [-3.627, 4.600, -9.287], [-4.855, 3.491, -8.702], [-3.297, 3.846, -7.786], [-5.526, 5.843, -8.453], [-4.882, 4.786, -5.633], [-6.237, 4.178, -6.619], [-6.238, 5.826, -6.147], [-4.217, 6.984, -6.816], [1.635, 7.327, -1.170], [3.115, 7.601, -1.040], [3.954, 6.353, -1.261], [3.461, 8.670, -1.948], [1.263, 6.572, -0.478], [1.439, 7.032, -2.203], [1.102, 8.258, -0.969], [3.372, 8.078, -0.080], [5.007, 6.637, -1.290], [3.648, 5.838, -2.176], [3.813, 5.629, -0.457], [4.262, 8.406, -2.415], [-3.149, 9.841, -9.543], [-2.407, 8.534, -9.845], [-3.315, 7.637, -10.674], [-1.178, 8.919, -10.484], [-2.610, 10.492, -8.845], [-4.157, 9.680, -9.151], [-3.287, 10.506, -10.406], [-2.048, 8.210, -8.869], [-4.032, 7.054, -10.105], [-2.629, 7.010, -11.253], [-3.835, 8.228, -11.431], [-1.189, 9.793, -10.880], [3.749, 2.162, -6.868], [4.458, 2.926, -5.731], [3.730, 4.181, -5.299], [4.454, 2.008, -4.625], [3.819, 2.640, -7.851], [2.701, 1.953, -6.648], [4.177, 1.164, -6.994], [5.498, 3.116, -6.001], [2.705, 3.953, -5.013], [3.780, 4.902, -6.123], [4.291, 4.589, -4.456], [3.556, 1.807, -4.347], [-0.500, 7.314, -4.574], [-0.525, 6.873, -6.042], [0.920, 6.689, -6.533], [-1.253, 5.677, -6.198], [-0.140, 6.485, -3.966], [-1.512, 7.603, -4.308], [0.201, 8.135, -4.417], [-0.896, 7.675, -6.692], [0.973, 6.497, -7.609], [1.476, 5.913, -6.005], [1.446, 7.640, -6.406], [-2.125, 5.838, -6.629], [0.636, 3.000, -8.166], [-0.220, 2.627, -6.928], [-0.386, 1.129, -6.734], [0.338, 3.174, -5.756], [1.179, 2.090, -8.444], [1.398, 3.759, -7.999], [-0.018, 3.296, -8.986], [-1.236, 2.976, -7.170], [0.561, 0.588, -6.706], [-1.022, 0.738, -7.533], [-0.960, 0.942, -5.825], [0.169, 4.128, -5.736], [-3.212, 9.798, -5.484], [-4.242, 8.769, -5.007], [-5.068, 9.320, -3.822], [-5.127, 8.508, -6.080], [-2.755, 9.453, -6.414], [-2.361, 9.930, -4.811], [-3.683, 10.778, -5.570], [-3.779, 7.868, -4.606], [-5.419, 10.306, -4.135], [-4.451, 9.451, -2.934], [-5.884, 8.623, -3.650], [-5.256, 9.295, -6.617]],
  "lowdin_charge": [-0.05, -0.48, -0.06, -0.06, 0.09, 0.08, 0.07, 0.13, 0.08, 0.07, 0.06, 0.08, -0.05, -0.48, -0.06, -0.07, 0.07, 0.07, 0.08, 0.12, 0.05, 0.07, 0.08, 0.05, -0.05, -0.46, -0.07, -0.06, 0.07, 0.07, 0.08, 0.14, 0.08, 0.07, 0.09, 0.09, -0.05, -0.48, -0.05, -0.06, 0.07, 0.08, 0.07, 0.13, 0.07, 0.09, 0.07, 0.08, -0.04, -0.48, -0.04, -0.08, 0.08, 0.06, 0.08, 0.13, 0.05, 0.08, 0.08, 0.07, -0.04, -0.45, -0.04, -0.10, 0.07, 0.08, 0.07, 0.13, 0.08, 0.08, 0.08, 0.06, -0.06, -0.48, -0.05, -0.07, 0.08, 0.07, 0.05, 0.14, 0.08, 0.07, 0.08, 0.03, -0.07, -0.44, -0.03, -0.07, 0.08, 0.08, 0.08, 0.12, 0.06, 0.07, 0.09, 0.10, -0.05, -0.45, -0.06, -0.07, 0.07, 0.05, 0.08, 0.14, 0.07, 0.07, 0.07, 0.09, -0.05, -0.47, -0.04, -0.06, 0.07, 0.05, 0.08, 0.12, 0.07, 0.06, 0.08, 0.06, -0.04, -0.49, -0.06, -0.06, 0.07, 0.06, 0.06, 0.11, 0.07, 0.08, 0.08, 0.05, -0.04, -0.47, -0.03, -0.06, 0.06, 0.07, 0.09, 0.12, 0.08, 0.07, 0.08, 0.10],
  "homo_energy_ev": -9.590,
  "energy_ev": -63457.9472
}

{
  "formula": "C4H7P",
  "method": "ωB97M-V/def2-TZVPD",
  "elements": ["C", "C", "C", "C", "P", "H", "H", "H", "H", "H", "H", "H"],
  "xyz": [[-1.458, 0.103, -0.250], [1.632, -0.797, 0.078], [1.006, 0.599, 0.282], [-0.467, 0.216, 0.711], [-3.168, -0.150, 0.129], [-1.132, 0.088, -1.320], [1.737, -1.416, -0.731], [2.026, -1.269, 1.026], [1.468, 1.358, 0.932], [0.860, 1.055, -0.688], [-0.541, -0.052, 1.738], [-3.628, 0.188, -1.045]],
  "lowdin_charge": [-0.53, 0.05, -0.26, -0.19, 0.78, 0.07, 0.01, 0.06, 0.10, 0.08, 0.08, -0.24],
  "homo_energy_ev": [-8.140, -7.773],
  "energy_ev": -13545.7493
}

{
  "formula": "C12H15N",
  "method": "ωB97M-V/def2-TZVPD",
  "elements": ["C", "C", "C", "C", "C", "C", "C", "C", "C", "C", "C", "C", "H", "H", "H", "H", "H", "H", "H", "H", "H", "H", "H", "H", "H", "H", "H", "N"],
  "xyz": [[-4.282, 0.705, 0.508], [-2.868, 0.231, 0.225], [-1.646, 1.207, 0.352], [-0.472, 0.867, -0.126], [-0.349, -0.511, -0.701], [0.887, -0.804, -1.384], [2.119, -0.425, -0.478], [1.874, -0.967, 0.980], [2.939, 0.570, -0.502], [3.828, 1.544, -0.733], [-1.371, -1.405, -0.533], [-2.722, -0.976, -0.374], [-4.777, 1.615, -0.194], [-5.063, -0.350, 0.470], [-4.464, 1.134, 1.630], [-1.800, 2.391, 0.592], [0.262, 1.708, -0.069], [0.705, -0.416, -2.598], [0.826, -1.922, -1.515], [0.994, -0.117, 1.608], [1.469, -2.088, 0.762], [4.036, -0.854, 0.960], [2.921, 0.064, 2.043], [5.011, 1.256, -0.807], [3.823, 2.561, -0.586], [-1.357, -2.447, -0.978], [-3.681, -1.670, -0.358], [3.158, -0.901, 1.805]],
  "lowdin_charge": [-0.14, -0.30, -0.05, -0.10, -0.31, -0.14, -0.25, -0.25, -0.13, 0.02, -0.05, -0.09, 0.12, 0.13, 0.09, 0.15, 0.13, 0.20, 0.11, 0.20, 0.14, 0.16, 0.03, 0.11, 0.00, 0.13, 0.14, -0.06],
  "homo_energy_ev": -8.533,
  "energy_ev": -14169.0358
}